This record from OMol25 describes 7 unconnected molecules or ions with the total composition C6H25NO7. The level of theory is ωB97M-V/def2-TZVPD.

```
39
C6H25NO7 ωB97M-V/def2-TZVPD
H 2.936 2.225 2.903
C -0.241 -0.050 0.775
H -2.561 0.927 -2.219
H 0.151 0.985 0.850
O 3.368 -1.155 1.519
H -0.974 2.343 -0.065
H 0.150 -0.539 -0.130
H 2.564 -1.779 -3.410
H 1.838 1.884 1.990
O 2.698 -0.220 -1.154
H 1.239 -0.427 2.387
O 2.808 2.031 1.964
H -1.905 -1.365 0.764
C -1.773 -0.268 0.836
O 0.169 -3.250 2.382
N -2.486 0.421 -0.233
O -1.062 2.967 0.674
C 0.434 -2.308 1.670
O 1.800 -2.215 -3.011
H -2.138 0.355 1.694
H -2.238 -0.766 -1.954
H 2.528 -0.811 -0.407
H 0.236 0.986 -3.909
H 3.306 -0.185 1.479
O 0.659 0.658 -3.105
H -0.916 0.356 -1.571
H -1.997 3.147 0.471
H 4.190 -1.387 1.969
H 1.310 -1.447 -2.689
C 0.305 -0.856 2.009
H -4.432 0.967 -0.771
C -1.981 0.242 -1.656
H 1.572 0.979 -3.100
H 0.777 -2.591 0.687
H -4.201 0.564 0.896
H 2.337 0.641 -0.922
H -4.235 -0.841 -0.309
C -3.947 0.229 -0.158
H -0.288 -0.449 2.856
```

LUMO (eV): 0.2
Total energy (Ha): -824.9580
Relative energy (zero: lowest compared OMol25 entry of this formula, charge and spin) (kcal per mole): 86.5
Max |F| (eV Å⁻¹): 3.758
Net charge: 0
Highest occupied orbital energy (Eh): -0.3165
SMILES string: CN(C)CCCC=O.O.O.O.O.O.O